Entry A
The following is a DFT calculation (wB97M-V/def2-TZVPD) of a 5-piece molecular cluster, C3H14NO4 overall.

Its net charge is +1. For the HOMO energy, the calculation gives -13.781 eV. As for the HOMO-LUMO gap: 9.76 eV. The LUMO energy is -4.0 eV.

Each atom is followed by the atoms it is bonded to, with distances in Å.
Positions of all 22 atoms, in Å:
1 C -0.73 -1.37 -0.58  C2 1.364, N4 1.433, H5 1.172
2 C -1.98 -1.91 -0.58  C1 1.364, H6 1.119, H7 1.162
3 C -1.59 0.90 -0.59  N4 1.306, H8 1.111, H9 1.055
4 N -0.69 0.02 -0.25  C1 1.433, C3 1.306, H10 1.056
5 H 0.24 -1.83 -1.05  C1 1.172
6 H -2.91 -1.35 -0.28  C2 1.119
7 H -2.22 -2.93 -1.08  C2 1.162
8 H -1.48 2.00 -0.47  C3 1.111
9 H -2.44 0.50 -1.06  C3 1.055
10 H 0.20 0.29 0.25  N4 1.056
11 H 2.80 -0.49 -0.44  O13 0.931
12 H 2.53 0.79 0.21  O13 0.905
13 O 2.12 0.07 -0.14  H11 0.931, H12 0.905
14 H -0.85 0.32 -2.96  O16 0.908
15 H -0.04 1.52 -3.18  O16 0.952
16 O -0.47 1.00 -2.51  H14 0.908, H15 0.952
17 H 1.55 3.04 1.87  O19 1.018
18 H 1.38 2.03 3.11  O19 0.909
19 O 1.86 2.20 2.36  H17 1.018, H18 0.909
20 H -0.47 -1.95 2.23  O22 1.020
21 H 1.15 -1.93 2.33  O22 0.974
22 O 0.39 -1.51 1.89  H20 1.020, H21 0.974



Entry B
The following is a DFT calculation (wB97M-V/def2-TZVPD) of a 4-piece molecular cluster, C3H14NO4 overall.

Its net charge is +1. For the HOMO energy, the calculation gives -14.024 eV. As for the HOMO-LUMO gap: 10.64 eV. The LUMO energy is -3.4 eV.

Each atom is followed by the atoms it is bonded to, with distances in Å.
Positions of all 22 atoms, in Å:
1 O -1.40 0.95 0.42  C2 1.261
2 C -1.62 -0.19 -0.09  O1 1.261, C3 1.497, H6 1.071
3 C -0.77 -1.38 0.21  C2 1.497, C4 1.515, N5 1.463, H7 1.174
4 C -0.64 -2.36 -0.94  C3 1.515, H8 1.217, H9 1.133, H10 1.175
5 N 0.57 -0.90 0.56  C3 1.463, H11 1.226, H12 1.187, H13 1.197
6 H -2.54 -0.36 -0.61  C2 1.071
7 H -1.23 -1.84 1.18  C3 1.174
8 H -0.04 -1.95 -1.90  C4 1.217
9 H -1.66 -2.80 -1.18  C4 1.133
10 H -0.18 -3.34 -0.48  C4 1.175
11 H 0.65 -0.05 1.45  N5 1.226
12 H 1.17 -0.44 -0.36  N5 1.187
13 H 1.18 -1.90 0.77  N5 1.197
14 H 1.74 3.11 -1.64  O16 0.939
15 H 0.91 2.98 -0.19  O16 0.958
16 O 1.37 2.60 -0.94  H14 0.939, H15 0.958
17 H -0.72 1.45 2.40  O19 0.959
18 H 0.36 1.01 3.36  O19 0.981
19 O -0.07 0.75 2.52  H17 0.959, H18 0.981
20 H 2.17 0.64 -1.91  O22 1.037
21 H 0.91 0.17 -2.48  O22 1.063
22 O 1.53 -0.15 -1.69  H20 1.037, H21 1.063



Energy relative to the most stable one, in eV: entry A 0.114; entry B 0.000



Entry A
The following is a DFT calculation (wB97M-V/def2-TZVPD) of an isolated molecule of C21H26N2O3.

For the HOMO energy, the calculation gives -7.204 eV. As for the HOMO-LUMO gap: 7.93 eV. The LUMO energy is 0.7 eV. As for the SMILES: Cc1cccc(OCCCC(=O)Nc2ccc(N3CCOCC3)cc2)c1.

Each atom is followed by the atoms it is bonded to, with distances in Å.
Positions of all 52 atoms, in Å:
1 C 2.46 5.15 0.30  C2 1.500, H27 1.089, H28 1.090, H29 1.087
2 C 1.49 4.00 0.23  C1 1.500, C3 1.385, C26 1.391
3 C 1.16 3.43 -0.99  C2 1.385, C4 1.386, H30 1.080
4 C 0.26 2.37 -1.03  C3 1.386, C5 1.378, H31 1.080
5 C -0.30 1.88 0.13  C4 1.378, C6 1.395, H32 1.078
6 C 0.05 2.44 1.36  C5 1.395, O7 1.363, C26 1.387
7 O -0.55 1.88 2.45  C6 1.363, C8 1.413
8 C -0.16 2.29 3.74  O7 1.413, C9 1.528, H33 1.100, H34 1.096
9 C -0.68 1.24 4.72  C8 1.528, C10 1.534, H35 1.092, H36 1.091
10 C 0.25 0.01 4.76  C9 1.534, C11 1.527, H37 1.091, H38 1.092
11 C 0.66 -0.41 3.35  C10 1.527, O12 1.212, N13 1.356
12 O 1.78 -0.22 2.93  C11 1.212
13 N -0.34 -1.03 2.67  C11 1.356, C14 1.401, H39 1.010
14 C -0.37 -1.40 1.32  N13 1.401, C15 1.390, C25 1.392
15 C 0.73 -1.32 0.47  C14 1.390, C16 1.379, H40 1.076
16 C 0.62 -1.69 -0.85  C15 1.379, C17 1.399, H41 1.078
17 C -0.58 -2.15 -1.39  C16 1.399, N18 1.377, C24 1.400
18 N -0.70 -2.49 -2.72  C17 1.377, C19 1.447, C23 1.445
19 C -1.72 -3.41 -3.18  N18 1.447, C20 1.528, H42 1.093, H43 1.100
20 C -1.15 -4.29 -4.29  C19 1.528, O21 1.413, H44 1.093, H45 1.101
21 O -0.72 -3.55 -5.41  C20 1.413, C22 1.414
22 C -0.25 -2.26 -5.08  O21 1.414, C23 1.526, H46 1.100, H47 1.093
23 C 0.34 -2.19 -3.67  N18 1.445, C22 1.526, H48 1.101, H49 1.093
24 C -1.69 -2.22 -0.53  C17 1.400, C25 1.379, H50 1.079
25 C -1.58 -1.86 0.80  C14 1.392, C24 1.379, H51 1.082
26 C 0.93 3.51 1.40  C2 1.391, C6 1.387, H52 1.080
27 H 2.04 5.97 0.89  C1 1.089
28 H 3.38 4.83 0.79  C1 1.090
29 H 2.71 5.52 -0.69  C1 1.087
30 H 1.59 3.80 -1.90  C3 1.080
31 H 0.00 1.92 -1.98  C4 1.080
32 H -1.00 1.06 0.11  C5 1.078
33 H -0.60 3.28 3.97  C8 1.100
34 H 0.93 2.36 3.81  C8 1.096
35 H -1.68 0.95 4.40  C9 1.092
36 H -0.75 1.67 5.72  C9 1.091
37 H 1.17 0.27 5.29  C10 1.091
38 H -0.24 -0.81 5.27  C10 1.092
39 H -1.23 -1.08 3.13  N13 1.010
40 H 1.67 -0.96 0.86  C15 1.076
41 H 1.50 -1.62 -1.47  C16 1.078
42 H -2.05 -4.05 -2.36  C19 1.093
43 H -2.60 -2.86 -3.57  C19 1.100
44 H -1.91 -4.99 -4.65  C20 1.093
45 H -0.31 -4.88 -3.88  C20 1.101
46 H -1.07 -1.54 -5.16  C22 1.100
47 H 0.51 -2.01 -5.82  C22 1.093
48 H 1.19 -2.88 -3.59  C23 1.101
49 H 0.70 -1.17 -3.50  C23 1.093
50 H -2.65 -2.54 -0.90  C24 1.079
51 H -2.45 -1.92 1.43  C25 1.082
52 H 1.20 3.97 2.33  C26 1.080



Entry B
The following is a DFT calculation (wB97M-V/def2-TZVPD) of an isolated molecule of C21H26N2O3.

For the HOMO energy, the calculation gives -8.499 eV. As for the HOMO-LUMO gap: 9.20 eV. The LUMO energy is 0.7 eV. As for the SMILES: O=C1CCN(Cc2ccc(O)cc2)CCN1[C@H](CO)Cc1ccccc1.

Each atom is followed by the atoms it is bonded to, with distances in Å.
Positions of all 52 atoms, in Å:
1 O -2.78 -2.04 1.21  C2 1.221
2 C -1.81 -1.32 1.05  O1 1.221, C3 1.513, N16 1.353
3 C -0.84 -1.04 2.18  C2 1.513, C4 1.532, H27 1.090, H28 1.091
4 C 0.51 -1.73 2.00  C3 1.532, N5 1.450, H29 1.093, H30 1.105
5 N 1.40 -0.96 1.15  C4 1.450, C6 1.455, C14 1.452
6 C 2.78 -1.43 1.23  N5 1.455, C7 1.505, H31 1.104, H32 1.095
7 C 3.73 -0.44 0.61  C6 1.505, C8 1.391, C13 1.386
8 C 3.61 0.91 0.92  C7 1.391, C9 1.379, H33 1.079
9 C 4.47 1.84 0.38  C8 1.379, C10 1.392, H34 1.078
10 C 5.49 1.43 -0.48  C9 1.392, O11 1.362, C12 1.388
11 O 6.32 2.37 -1.00  C10 1.362, H35 0.965
12 C 5.61 0.08 -0.79  C10 1.388, C13 1.384, H36 1.082
13 C 4.74 -0.84 -0.25  C7 1.386, C12 1.384, H37 1.081
14 C 0.95 -0.91 -0.23  N5 1.452, C15 1.532, H38 1.093, H39 1.103
15 C -0.30 -0.02 -0.38  C14 1.532, N16 1.445, H40 1.089, H41 1.094
16 N -1.53 -0.73 -0.14  C2 1.353, C15 1.445, C17 1.454
17 C -2.44 -0.99 -1.24  N16 1.454, C18 1.536, C20 1.537, H42 1.098
18 C -1.81 -1.98 -2.24  C17 1.536, O19 1.405, H43 1.094, H44 1.101
19 O -1.30 -3.12 -1.59  C18 1.405, H45 0.966
20 C -2.92 0.30 -1.92  C17 1.537, C21 1.504, H46 1.092, H47 1.092
21 C -3.36 1.30 -0.88  C20 1.504, C22 1.390, C26 1.388
22 C -4.48 1.05 -0.10  C21 1.390, C23 1.383, H48 1.080
23 C -4.86 1.94 0.89  C22 1.383, C24 1.385, H49 1.080
24 C -4.12 3.09 1.11  C23 1.385, C25 1.384, H50 1.080
25 C -3.01 3.35 0.33  C24 1.384, C26 1.384, H51 1.080
26 C -2.63 2.46 -0.66  C21 1.388, C25 1.384, H52 1.081
27 H -0.69 0.03 2.30  C3 1.090
28 H -1.31 -1.43 3.09  C3 1.091
29 H 0.99 -1.82 2.98  C4 1.093
30 H 0.35 -2.75 1.61  C4 1.105
31 H 2.90 -2.42 0.75  C6 1.104
32 H 3.03 -1.55 2.29  C6 1.095
33 H 2.82 1.23 1.58  C8 1.079
34 H 4.38 2.89 0.60  C9 1.078
35 H 6.98 1.95 -1.56  O11 0.965
36 H 6.40 -0.25 -1.46  C12 1.082
37 H 4.85 -1.89 -0.50  C13 1.081
38 H 1.75 -0.47 -0.82  C14 1.093
39 H 0.72 -1.91 -0.63  C14 1.103
40 H -0.33 0.36 -1.40  C15 1.089
41 H -0.21 0.83 0.30  C15 1.094
42 H -3.30 -1.49 -0.78  C17 1.098
43 H -0.96 -1.53 -2.76  C18 1.094
44 H -2.57 -2.26 -2.99  C18 1.101
45 H -1.96 -3.43 -0.95  O19 0.966
46 H -2.13 0.72 -2.55  C20 1.092
47 H -3.76 0.04 -2.57  C20 1.092
48 H -5.06 0.15 -0.27  C22 1.080
49 H -5.73 1.73 1.49  C23 1.080
50 H -4.41 3.78 1.88  C24 1.080
51 H -2.43 4.25 0.49  C25 1.080
52 H -1.76 2.67 -1.27  C26 1.081



Energy relative to the most stable one, in eV: entry A 0.596; entry B 0.000